Record 1
Here is 2 unconnected molecules or ions with the total composition C4H14N2OS at a distorted geometry from the Open Molecules 2025 dataset. Energies are from ωB97M-V/def2-TZVPD.

The geometry in XYZ format:
```
22
Properties=species:S:1:pos:R:3:forces:R:3
S -0.8548 -2.7295 -0.3737 -0.053 -0.078 -0.161
H 0.7630 -1.1509 -0.8708 0.277 0.325 -0.010
H -0.5564 -0.9907 1.7271 0.213 -0.087 -0.018
H 1.5371 0.1159 1.2026 -0.066 -0.055 0.028
H 0.0013 -1.6360 -2.3362 -0.040 -0.167 -0.416
H -2.1149 -0.2404 -1.1834 -0.125 -0.105 0.274
C -0.3654 0.0505 1.9917 -0.294 -0.311 -0.332
H -1.5386 -3.3216 -1.3636 -0.022 0.085 0.040
C -1.1293 0.9372 1.0004 0.055 0.272 -0.174
H -0.8122 0.1680 2.9804 0.074 0.133 0.070
H 2.7326 1.7659 -1.8967 0.003 -0.038 0.126
C -1.0569 -0.0331 -1.2989 0.682 0.616 -0.653
N 1.0742 0.2704 2.0913 -0.155 0.288 0.129
H 1.2284 1.2427 2.3424 0.178 -0.068 -0.013
C -0.2031 -1.3089 -1.3325 -0.499 -0.361 0.818
N -0.5978 1.0198 -0.3686 -0.168 -1.125 0.050
H -0.9514 0.4007 -2.3013 -0.102 0.027 0.029
H -2.1597 0.5802 0.9411 -0.038 0.019 0.013
H 0.4096 0.8755 -0.3519 0.004 0.640 0.099
O 2.6354 0.9495 -1.3939 -0.061 -0.096 0.130
H 3.1427 1.0710 -0.5830 0.052 0.104 -0.185
H -1.1838 1.9637 1.3774 0.085 -0.016 0.156
```
Positions in Å, forces in eV/Å.

Output
F_max, eV Å⁻¹: 1.14
Kohn-Sham gap, eV: 9.009
Energy relative to the best compared isomer or geometry (same formula, charge and spin), kJ/mol: 60.1
Structure (SMILES): NCCNCCS.O
Highest occupied orbital energy, eV: -8.48

=====

Record 2
Here is a molecular structure, CH4FN2O5PS from the Open Molecules 2025 dataset. Energies are from ωB97M-V/def2-TZVPD.

The geometry in XYZ format:
```
15
Properties=species:S:1:pos:R:3:forces:R:3
P -1.4566 -1.0188 0.3291 -0.147 -0.079 0.451
O -1.8481 1.8335 -0.7033 -0.054 -0.030 0.112
H 0.7538 0.5107 -1.6882 -0.006 0.004 -0.014
H 0.6551 -1.1944 -1.1834 -0.052 0.012 -0.007
S -0.6990 1.7262 0.1225 0.188 -0.029 -0.090
O 2.1229 -0.0440 -0.3367 0.014 -0.029 0.310
N -0.1904 0.1408 0.1877 -0.278 0.176 -0.447
O -2.3788 -0.7870 1.4422 -0.009 0.050 -0.065
N 2.4118 -1.2148 0.4662 -0.024 0.191 0.249
O 0.4351 2.5482 -0.0651 0.004 -0.029 -0.010
C 0.8191 -0.1682 -0.8420 0.301 -0.111 0.054
H -2.0458 -1.0434 -0.9452 0.083 -0.059 -0.060
H -0.6706 -2.1775 0.4107 0.069 0.013 -0.177
O 3.2555 -0.9943 1.2251 -0.067 -0.084 -0.393
F -1.1640 1.8831 1.5804 -0.022 0.004 0.088
```
Positions in Å, forces in eV/Å.

Output
F_max, eV Å⁻¹: 0.56
Kohn-Sham gap, eV: 10.636
Energy relative to the best compared isomer or geometry (same formula, charge and spin), kJ/mol: 0.0
Highest occupied orbital energy, eV: -11.25

=====

Record 3
Here is 4 unconnected molecules or ions with the total composition C28H30NO14S from the Open Molecules 2025 dataset. Energies are from ωB97M-V/def2-TZVPD.

The geometry in XYZ format:
```
74
Properties=species:S:1:pos:R:3:forces:R:3
C -3.2887 4.6550 -4.3435 -0.125 0.021 0.030
H -0.8016 -4.4310 1.8195 -0.042 0.158 -0.122
H 2.4592 -2.8819 -1.7708 0.043 0.073 0.057
O 2.7996 -4.8624 -0.2781 -0.298 0.513 0.164
H 4.0704 -0.1258 -1.7315 0.094 -0.073 0.002
C -2.4892 6.8370 -3.7263 -0.232 -0.165 0.036
H 0.6697 -1.0890 1.0591 0.114 0.037 0.083
H 2.5016 -5.3069 1.6881 -0.054 0.004 -0.042
C 0.8041 -1.5302 2.0562 0.008 0.089 -0.302
O -4.1571 3.6534 -4.3919 0.013 0.035 0.035
O 0.2823 2.5839 5.8446 0.060 0.039 0.066
H 3.9681 0.6092 1.2127 -0.200 0.014 0.082
C 1.9109 -4.9668 0.8365 0.102 -0.342 -0.021
H -0.0491 5.1883 -5.6177 0.008 0.028 0.004
O 1.4701 -5.9532 -1.7410 0.395 0.713 0.286
C -0.0971 -3.6064 1.7445 -0.049 0.344 0.205
C -2.6380 0.3770 -2.4590 -0.090 0.032 0.127
O -1.8893 3.2687 -5.5701 0.126 -0.026 -0.054
C -1.3161 -0.0599 7.6105 -0.090 -0.145 0.032
H -4.3028 1.0781 -2.8929 -0.001 0.027 -0.061
O -2.5854 7.9170 -3.1774 0.069 0.097 0.006
C 1.9441 -2.5656 2.0512 -0.343 0.116 0.028
C -1.6134 -0.2924 5.1019 0.041 0.124 -0.112
C -1.0750 0.0630 -4.4479 -0.104 0.003 -0.090
H 1.9080 -3.0059 3.0563 0.265 -0.050 -0.010
H 2.2604 0.3101 0.8168 0.014 0.058 -0.022
C -0.9690 5.3954 -5.0896 0.040 -0.141 -0.072
H -2.6480 -1.7645 4.6681 -0.086 0.053 0.186
H -3.7368 2.9443 -4.9225 0.020 -0.022 -0.019
C 2.1232 -4.9771 -1.4825 -0.507 -0.778 -0.169
C 3.2881 0.1244 0.5091 0.293 -0.211 -0.035
C 2.2206 -3.7641 -2.3481 0.077 0.037 -0.514
H 0.8337 -0.7329 2.7954 -0.053 -0.243 0.205
C -3.5179 5.8144 -3.7133 -0.029 0.112 0.082
H -0.8879 0.1582 -5.5078 0.021 0.015 0.005
C 1.2540 -3.6170 1.1151 0.128 0.282 0.124
O -0.3354 7.5593 -4.4318 0.015 -0.039 -0.013
H 1.1565 -5.7208 0.5917 0.041 -0.023 0.213
C -0.1556 -0.3869 -3.5851 0.102 0.070 -0.087
C -1.7126 -0.0867 -1.6008 0.140 -0.082 0.111
O 1.0674 -0.7583 -3.9435 -0.056 -0.031 -0.030
C -0.4332 -0.5087 -2.1090 -0.174 0.064 0.069
C -2.3755 0.4600 -3.9477 0.349 -0.043 -0.220
C 3.6261 -1.3660 0.4664 0.306 0.263 0.212
C -1.1999 6.5602 -4.4654 0.106 0.002 -0.062
H -0.7587 8.2732 -3.9157 -0.050 0.024 0.034
H 3.7199 -1.5079 2.6181 -0.089 -0.046 -0.010
O -0.0647 1.7915 8.3231 -0.026 -0.037 -0.031
O 0.4671 -0.9706 -1.4158 0.042 -0.159 0.218
O -3.8308 0.7876 -2.0867 0.041 -0.025 0.004
H 0.3838 2.5434 7.8922 0.016 0.034 -0.027
H -4.4419 6.0265 -3.1945 -0.008 -0.014 -0.007
O -3.2792 0.8737 -4.6426 -0.291 -0.049 0.095
H -1.8937 -0.1552 -0.5373 -0.047 0.030 0.001
H 4.6978 -1.4335 0.2532 -0.096 -0.071 -0.044
H 2.9823 -3.8797 -3.1244 -0.042 -0.118 0.099
S 3.5380 0.9274 -1.1049 -0.178 0.135 -0.094
H -1.4948 -0.4338 8.6086 0.008 0.037 0.016
C -0.6061 1.0555 7.3716 -0.024 -0.007 0.110
H 1.0598 -3.0985 0.1574 0.154 -0.107 -0.107
H 1.2595 -3.6290 -2.8474 0.108 -0.066 -0.033
C -1.8675 -0.7967 6.4981 0.114 0.107 0.294
C -0.3632 1.5671 5.9714 -0.059 -0.076 -0.188
H 3.1244 -1.8520 -0.3625 -0.196 -0.026 -0.067
H 1.5372 -0.9983 -3.1245 0.018 0.060 0.073
H 3.9899 -3.0174 1.7771 -0.040 0.063 0.052
O -2.1684 -1.0709 4.1616 0.063 -0.212 -0.229
N -0.3459 -2.4463 2.2449 0.148 -0.615 -0.093
O -2.5246 -1.8192 6.5808 -0.053 -0.092 -0.090
H -1.1979 -2.1912 2.7397 -0.074 0.212 0.030
H -0.7366 1.1888 3.8483 -0.038 0.040 0.011
C -0.9106 0.8115 4.8473 0.074 0.023 -0.104
C 3.3711 -2.1139 1.7755 -0.054 -0.174 -0.305
C -1.9894 4.3711 -5.0609 0.122 0.123 -0.004
```
Positions in Å, forces in eV/Å.

Output
Net charge: +1
F_max, eV Å⁻¹: 0.94
Kohn-Sham gap, eV: 7.003
Highest occupied orbital energy, eV: -11.15

=====

Record 4
Here is a molecular structure, C38H45N4P2Pt from the Open Molecules 2025 dataset. Energies are from ωB97M-V/def2-TZVPD.

The geometry in XYZ format:
```
90
Properties=species:S:1:pos:R:3:forces:R:3
C 0.2562 1.7042 2.8036 0.001 0.027 0.008
C 4.0951 3.5091 -0.8854 0.018 0.009 -0.004
H 2.5620 -0.8446 1.7766 -0.047 0.091 -0.110
C 0.3952 2.3715 1.5872 0.059 -0.084 0.010
C -3.3128 -4.2051 2.3790 0.002 0.007 -0.020
H -0.0950 -1.2576 -2.7593 -0.003 -0.002 -0.013
H -1.9852 0.8243 1.3692 0.013 -0.006 -0.029
C -0.6664 1.9778 -1.0204 0.097 0.012 -0.063
H -3.7519 4.9437 -3.2412 0.000 0.001 -0.006
H 2.2531 -3.8125 -1.1973 0.008 -0.008 -0.012
C -0.1508 3.7932 3.9149 0.004 -0.019 -0.004
H -3.7410 -5.2247 0.5413 -0.001 -0.005 0.000
C -2.8607 3.4687 -2.0009 0.025 0.085 -0.120
C 2.9869 3.0479 -0.1855 -0.017 -0.033 0.034
H -3.7392 -4.9811 2.9999 -0.004 -0.003 0.002
H 4.4673 -2.6511 -1.4310 -0.008 0.020 -0.001
H 5.2006 3.4365 -2.7198 0.003 0.001 -0.007
C -2.2865 0.6078 0.3395 -0.006 -0.051 0.140
C -5.2521 3.4878 -0.5522 0.001 -0.019 0.021
C -0.0163 2.4130 3.9650 -0.014 0.000 0.018
H 2.5714 -1.3826 -1.7386 0.033 0.013 0.002
H 1.8842 -4.8232 1.0904 -0.003 0.008 0.007
C 2.3849 1.6753 -2.0769 -0.026 0.044 0.010
C -0.0157 4.4651 2.7055 -0.007 0.033 -0.003
C 4.7594 -2.2547 0.6280 -0.020 -0.020 -0.078
N -2.0225 1.7585 -0.5168 -0.199 0.172 -0.070
H -0.5401 1.4786 -1.9875 -0.008 -0.015 0.027
N 3.4328 -0.9953 2.3390 0.070 -0.145 0.064
C 2.2127 -3.7896 0.9583 0.080 -0.007 0.076
P 0.7105 1.4060 0.0931 0.245 0.105 -0.046
C -1.6191 -1.3070 -4.2770 -0.019 0.008 -0.037
P -1.4242 -0.9393 -0.2266 -0.116 -0.104 -0.063
H -0.5167 3.0456 -1.1632 -0.005 -0.005 -0.012
C -3.8870 -1.1343 -3.4826 -0.021 0.007 0.000
H -4.9496 -1.1159 -3.6837 -0.004 0.001 -0.004
C 4.3429 3.0649 -2.1759 -0.010 -0.001 0.020
C -1.1591 -1.2169 -2.9712 0.027 -0.015 0.061
C -2.2413 -2.1959 0.7814 0.026 -0.006 -0.045
H 4.0617 -0.2120 2.1504 -0.013 0.011 0.047
H 3.5645 -0.4474 -0.8851 -0.022 -0.004 -0.002
H -0.1147 5.5417 2.6714 -0.001 0.005 0.000
C 3.4848 2.1480 -2.7741 0.004 0.007 -0.015
H -1.9602 3.4381 -2.5957 0.003 -0.012 0.006
Pt 0.8286 -0.8264 0.1998 -0.066 -0.162 0.080
H -0.9194 -1.4187 -5.0942 0.004 0.002 -0.003
H 3.1835 -0.9662 3.3294 -0.011 0.043 -0.012
H 2.5499 -3.3976 3.0743 0.001 0.018 0.001
C -5.0798 4.3275 -1.6609 0.015 -0.014 0.007
H -5.8750 4.9961 -1.9617 -0.008 0.004 0.001
H -0.3604 4.3485 4.8190 0.000 0.006 0.004
C 4.1053 -2.3179 2.0014 -0.079 -0.025 0.018
C -2.9822 -1.2634 -4.5311 0.022 -0.001 0.008
C 3.1295 -3.4865 2.1498 0.019 0.061 -0.042
H 0.3771 4.3029 0.6127 -0.011 0.000 -0.017
H 5.3208 -1.3220 0.5108 0.007 0.000 0.002
C 2.1240 2.1297 -0.7791 -0.078 -0.005 -0.006
H 3.7551 -4.3700 2.2945 -0.007 0.000 -0.001
C -2.7696 -3.0675 2.9664 -0.003 -0.002 0.041
H 3.6146 -4.5902 -0.4324 -0.007 -0.013 -0.005
H -2.7794 -2.9577 4.0427 0.002 -0.003 0.004
C -4.2555 2.6328 -0.1677 -0.109 -0.020 0.076
H -3.3442 -1.3388 -5.5475 -0.003 -0.003 -0.006
C -2.2245 -2.0704 2.1745 0.012 0.018 -0.029
H 0.2872 -3.4267 0.3789 0.034 -0.007 -0.021
C 0.2540 3.7609 1.5433 -0.017 -0.015 0.017
H -3.3484 0.3860 0.3249 -0.027 0.023 0.014
H -4.1479 -0.9767 -1.3680 -0.008 0.002 0.001
H 1.7192 0.9570 -2.5476 0.013 0.003 -0.017
C -3.4305 -1.0454 -2.1784 0.007 -0.013 0.004
N 2.9872 -1.2834 -0.8154 -0.090 0.108 -0.038
C -2.0583 -1.0868 -1.9151 0.042 0.000 0.036
C 3.8265 -2.4742 -0.5629 0.084 -0.094 0.102
H 3.6723 1.8107 -3.7850 0.000 -0.003 -0.002
H 5.5117 -3.0459 0.6062 -0.007 -0.004 0.012
C 2.9614 -3.7174 -0.3695 -0.021 0.044 -0.027
H 4.7583 4.2275 -0.4226 0.007 0.002 -0.005
H -2.8015 -3.4472 -0.8811 -0.001 -0.017 0.001
C -2.7821 -3.3409 0.1963 0.005 0.038 -0.001
H 0.3466 0.6221 2.8257 0.011 -0.001 -0.001
H -1.7950 -1.1898 2.6421 0.001 0.001 0.013
H -4.3926 2.0400 0.7239 0.014 -0.029 0.003
H 0.5658 -2.9550 1.8787 -0.010 0.004 -0.009
C -3.3146 -4.3422 0.9986 -0.002 -0.007 0.010
H -6.1719 3.5283 0.0145 -0.001 -0.002 0.006
H -0.1268 1.8926 4.9070 -0.001 0.002 0.007
H 2.7959 3.4106 0.8167 0.020 0.003 -0.004
H 4.8845 -2.4200 2.7567 -0.007 0.029 0.000
N 0.9813 -2.9450 0.9485 -0.052 -0.002 -0.026
C -3.0229 2.5947 -0.8853 0.123 -0.063 0.026
C -3.8757 4.3055 -2.3774 0.039 -0.011 -0.009
```
Positions in Å, forces in eV/Å.

Output
Net charge: +3
F_max, eV Å⁻¹: 0.27
Kohn-Sham gap (spin up / spin down), eV: 7.069 / 6.090
Multiplicity: 3
Highest occupied orbital energy (spin up / spin down), eV: -14.10 / -16.28

=====

Record 5
Here is a molecular structure, C23H23Cl2O2PRhSSe4 from the Open Molecules 2025 dataset. Energies are from ωB97M-V/def2-TZVPD.

The geometry in XYZ format:
```
57
Properties=species:S:1:pos:R:3:forces:R:3
C -0.9384 1.0604 -3.5743 -0.020 -0.056 -0.009
Cl -3.0796 -5.4850 -2.4334 0.011 -0.008 -0.005
C 3.6090 -2.3704 2.3306 -0.003 -0.004 0.019
H 0.2868 1.5231 3.2164 0.000 0.007 0.004
C 3.5449 2.4955 1.3844 -0.020 0.001 0.016
H -1.9198 1.2782 -4.0087 0.010 0.005 -0.024
C -0.3480 3.4598 -3.6076 -0.001 0.008 0.009
H 0.9194 0.9807 -1.6313 0.016 -0.004 -0.010
C -3.5504 -3.1353 -1.1314 0.023 -0.047 -0.062
H 3.1099 -2.4575 6.1564 0.000 0.000 -0.001
C 0.9094 1.9516 -2.1297 -0.014 -0.001 0.030
H 5.1022 -3.5188 5.1447 0.000 0.001 -0.002
Se -1.2002 -0.7181 -2.7944 -0.026 0.015 0.033
C -4.0929 -4.1635 -1.9301 -0.026 0.059 0.013
H -1.9477 3.2686 -4.7103 -0.007 -0.002 0.000
C -0.4880 2.2263 -2.6979 0.025 0.057 0.051
H -0.2445 0.9222 -4.4090 0.018 -0.011 0.013
Se 1.4405 -1.5236 -0.2019 0.145 -0.006 0.029
Rh -1.0499 -0.7986 -0.3204 -0.007 -0.015 -0.119
C 3.2550 -2.4283 5.0837 -0.029 0.018 -0.001
H 3.2309 4.4646 2.1802 0.004 -0.002 -0.004
C -5.4120 -4.1887 -2.3444 -0.009 0.030 0.017
O -1.5714 3.9505 -4.1464 0.011 0.002 0.008
C -4.4722 -2.1343 -0.7805 -0.036 -0.016 -0.045
H 5.4111 -3.4721 2.6910 0.002 -0.001 0.002
H 0.0699 4.2746 -3.0176 0.000 0.007 -0.004
H 1.4290 -1.3540 4.7101 0.001 -0.002 0.006
C -6.2741 -3.1657 -1.9771 0.026 -0.057 -0.025
C 4.3725 -3.0247 4.5152 0.021 -0.012 -0.014
C 3.0606 1.2005 1.3078 -0.001 -0.006 0.001
Cl -3.9510 -0.8135 0.2216 -0.100 0.007 0.029
H 3.7321 -2.3631 1.2545 -0.002 0.000 -0.002
C 2.4929 -1.7673 2.8984 -0.003 0.002 -0.001
C 1.2117 1.8005 2.7262 0.014 0.002 -0.017
H -5.7512 -5.0132 -2.9566 -0.009 0.005 -0.001
Se -0.7102 -1.0716 2.6141 -0.027 0.012 0.039
C 2.3156 -1.8028 4.2784 0.028 -0.016 0.004
H -1.3894 3.6087 -1.3247 -0.020 0.008 -0.012
H 4.4390 2.7694 0.8396 0.003 0.002 0.001
S -1.8970 -3.1646 -0.6075 -0.014 -0.016 0.107
P 1.2764 -0.8698 1.8755 0.021 0.002 -0.100
O 1.3415 2.9718 -1.2426 0.006 -0.033 -0.029
C 4.5472 -2.9976 3.1393 -0.009 0.006 0.005
C 1.6997 3.0990 2.8017 -0.018 -0.005 0.009
H 3.5695 0.4655 0.6957 0.007 0.001 -0.002
H -7.3065 -3.1751 -2.3004 0.003 -0.003 -0.001
H 0.9486 2.7621 -0.3809 0.007 0.011 0.009
H 0.3589 3.2304 -4.4167 -0.006 -0.005 -0.006
Se -1.3772 1.6119 0.1205 -0.006 0.013 0.050
H -2.5202 2.4477 -1.9799 -0.002 -0.033 0.007
C 1.8930 0.8477 1.9803 -0.011 -0.004 0.011
C 2.8631 3.4471 2.1332 0.012 -0.005 -0.008
H -6.4389 -1.3218 -0.8795 -0.001 -0.005 -0.003
C -1.5064 2.5595 -1.5963 0.006 0.026 -0.017
C -5.7951 -2.1341 -1.1892 0.020 0.048 0.030
H 1.1556 3.8437 3.3691 -0.003 -0.003 0.001
H 1.6365 1.9116 -2.9476 -0.011 0.020 -0.029
```
Positions in Å, forces in eV/Å.

Output
Net charge: -1
F_max, eV Å⁻¹: 0.15
Kohn-Sham gap (spin up / spin down), eV: 6.064 / 5.367
Energy relative to the best compared isomer or geometry (same formula, charge and spin), kJ/mol: 2.7
Multiplicity: 5
Highest occupied orbital energy (spin up / spin down), eV: -3.67 / -4.55